Density functional theory data (ωB97M-V with the def2-TZVPD basis set) for a structure of composition C26H48Cl3MnN5O3PSi at a distorted geometry.

Atoms and positions in Å:
C1 -2.5543 2.7351 -1.9723
C2 -3.2855 1.4471 -1.7772
H1 -2.7552 3.1868 -2.9464
H2 -1.4690 2.5838 -1.8736
H3 -2.8514 3.4554 -1.1942
C3 -4.1923 0.9435 -2.6275
C4 -4.6347 1.5775 -3.9110
H4 -4.7005 0.0025 -2.3935
H5 -4.0564 2.4736 -4.1702
H6 -5.6970 1.8655 -3.8736
H7 -4.5414 0.8690 -4.7476
Mn1 0.1615 0.2853 0.0925
Cl1 -0.4597 1.5785 1.7632
Cl2 2.0623 1.4238 -0.5452
C5 -1.6005 -1.9806 1.9022
O1 -0.6152 -1.9055 1.1287
N1 -2.1201 -3.1449 2.3306
C6 -1.5730 -4.4313 1.9149
C7 -3.2676 -3.1667 3.2245
H8 -2.1040 -1.0720 2.2903
H9 -0.6547 -4.2808 1.3398
H10 -2.3073 -4.9827 1.3091
H11 -1.3613 -5.0363 2.8067
H12 -3.5766 -2.1378 3.4341
H13 -3.0009 -3.6755 4.1616
H14 -4.1037 -3.7084 2.7620
H15 -0.8974 0.7543 -3.5115
H16 -2.4340 -1.5081 -3.6733
C8 -0.0404 0.0727 -3.6320
C9 -1.4472 -1.9582 -3.8733
N2 -0.3845 -1.2662 -3.1625
H17 0.8268 0.4569 -3.0845
C10 0.0910 -1.7748 -2.0291
O2 0.8219 -1.1356 -1.2248
H18 -1.4495 -3.0054 -3.5456
H19 -0.1994 -2.8197 -1.8149
H20 0.1853 0.0079 -4.7034
H21 -1.2567 -1.9042 -4.9495
O3 -1.6069 0.1508 -0.7869
C11 -2.8457 0.6939 -0.5319
C12 -3.7150 -1.6877 -0.6067
C13 -3.8128 -0.4068 -0.0761
H22 -2.9150 -1.8878 -1.3242
C14 -4.6078 -2.6877 -0.2111
H23 -2.7748 1.4321 0.2813
C15 -4.7983 -0.1273 0.8746
H24 -4.4988 -3.6916 -0.6278
C16 -5.6231 -2.3927 0.6984
C17 -5.7164 -1.1115 1.2472
H25 -4.8312 0.8804 1.2993
H26 -6.3314 -3.1689 1.0016
H27 -6.4957 -0.8717 1.9734
Si1 4.1324 5.2513 -2.1230
Cl3 2.5823 5.8439 -3.3799
C18 4.9420 3.7877 -2.9636
C19 3.3272 4.8752 -0.4807
C20 5.3497 6.6758 -1.9782
H28 4.2123 2.9870 -3.1346
H29 5.7535 3.3958 -2.3376
H30 5.3607 4.0910 -3.9320
H31 5.7852 6.9229 -2.9543
H32 6.1656 6.4041 -1.2964
H33 4.8588 7.5752 -1.5870
H34 2.5970 4.0597 -0.5656
H35 2.8138 5.7691 -0.1051
H36 4.0904 4.5723 0.2471
C21 3.7607 -0.7374 4.4045
N3 2.5258 -1.5403 4.2463
C22 2.8373 -2.8071 3.5538
N4 3.5132 -2.5943 2.2562
C23 4.7284 -1.7749 2.4612
N5 4.4380 -0.4849 3.1157
C24 3.6755 0.4236 2.2524
P1 2.0070 -0.3353 1.8267
C25 1.4712 -0.7876 3.5886
C26 2.6347 -2.0241 1.2483
H37 4.4562 -1.3086 5.0413
H38 3.4989 0.2208 4.8720
H39 1.9029 -3.3597 3.3823
H40 3.5235 -3.3808 4.2001
H41 5.1963 -1.5864 1.4860
H42 5.4099 -2.3361 3.1206
H43 3.5056 1.3815 2.7672
H44 4.2263 0.6262 1.3239
H45 0.5359 -1.3612 3.5422
H46 1.2564 0.1486 4.1227
H47 3.1706 -1.8690 0.3005
H48 1.7703 -2.6723 1.0435

Cartesian forces (eV/Å) of the 2 atoms listed first:
C 0.189 0.299 -0.010
C -0.622 -0.569 -0.310

spin multiplicity	5
⟨S²⟩	6.16
LUMO level (spin up / spin down)	-1.31 / 0.37	eV
Kohn-Sham gap (spin up / spin down)	6.0 / 8.2	eV
E_HOMO (spin up / spin down)	-7.330 / -7.839	eV
molar mass	699.06	g/mol